--- w ---
ORCA calculation (wB97M-V/def2-TZVPD) on a 2-piece molecular cluster, C3H6IO2P overall.

frontier orbital gap (spin up / spin down)	5.732 / 6.918	eV

```
! RIJCOSX wB97M-V def2-TZVPD def2/J DEFGRID3
* xyz 0 1
C 2.07 -0.73 -2.40
C 1.02 1.39 0.50
C -0.87 -1.83 -0.80
O 2.86 -0.22 -3.08
O 0.23 0.27 0.17
P -0.48 -0.07 -1.29
I 2.71 -2.91 -1.83
H 0.67 2.02 1.31
H 1.22 2.02 -0.28
H 1.97 0.94 0.60
H -1.26 -1.87 0.23
H 0.13 -2.21 -0.83
H -1.39 -2.30 -1.58
*
```

***

--- x ---
ORCA calculation (wB97M-V/def2-TZVPD) on a 2-piece molecular cluster, C3H6IO2P overall.

frontier orbital gap (spin up / spin down)	7.349 / 7.499	eV

```
! RIJCOSX wB97M-V def2-TZVPD def2/J DEFGRID3
* xyz 0 1
C 0.68 0.55 -1.23
C -1.98 -0.52 1.42
C 1.85 0.37 -2.19
O -0.47 0.43 -1.50
O -1.27 0.58 1.90
P 0.31 1.05 1.77
I 1.35 -0.86 2.76
H -1.63 -1.46 1.93
H -2.02 -0.50 0.44
H -3.08 -0.41 1.67
H 1.66 0.82 -3.12
H 1.83 -0.71 -2.00
H 2.77 0.68 -1.83
*
```

***

The most stable of them is w.

***

--- w ---
ORCA calculation (wB97M-V/def2-TZVPD) on the molecule C5H3F.

frontier orbital gap	8.819	eV
structure (SMILES)	C=C=C1C=C1F

```
! RIJCOSX wB97M-V def2-TZVPD def2/J DEFGRID3
* xyz 0 1
C -1.96 0.67 0.06
C -0.65 0.54 -0.07
C 0.57 0.27 -0.47
C 1.07 -1.02 -0.04
C 1.98 -0.12 -0.05
F 3.27 -0.08 0.04
H -2.51 1.07 -0.72
H -2.64 0.70 0.99
H 0.86 -2.03 0.25
*
```

***

--- x ---
ORCA calculation (wB97M-V/def2-TZVPD) on the molecule C5H3F.

frontier orbital gap	8.134	eV
structure (SMILES)	FC1=C2[C@H]3C[C@@]123

```
! RIJCOSX wB97M-V def2-TZVPD def2/J DEFGRID3
* xyz 0 1
F 1.64 -1.52 -1.45
C 0.60 -1.00 -0.93
C -0.17 -1.24 0.24
C -1.00 -0.02 0.28
C 0.12 1.01 0.54
C 0.02 0.29 -0.77
H -1.99 -0.02 0.30
H -0.08 2.08 0.60
H 0.85 0.43 1.18
*
```

***

The most stable of them is w.

***

--- w ---
ORCA calculation (wB97M-V/def2-TZVPD) on H22O11Xe as an isolated structure.

frontier orbital gap	9.968	eV

```
! RIJCOSX wB97M-V def2-TZVPD def2/J DEFGRID3
* xyz 0 1
Xe -0.03 0.04 -0.37
O -1.82 -2.55 -1.02
H -1.66 -2.05 -1.82
H -2.44 -2.01 -0.52
O 1.34 -3.34 0.05
H 1.77 -4.18 0.15
H 0.45 -3.55 -0.23
O -1.73 -1.24 -3.43
H -2.28 -0.53 -3.78
H -0.98 -1.28 -4.03
O 3.51 0.84 -0.59
H 3.26 0.87 0.34
H 3.90 1.70 -0.76
O -1.37 -3.08 2.32
H -0.45 -3.14 2.05
H -1.73 -2.39 1.77
O 2.17 -1.19 1.76
H 1.32 -1.18 2.20
H 2.09 -1.86 1.08
O 2.59 0.43 -2.96
H 2.85 0.60 -2.06
H 1.89 -0.22 -2.89
O -2.61 2.39 2.35
H -1.96 2.67 1.71
H -2.75 3.16 2.90
O -1.19 4.13 0.75
H -1.28 5.08 0.65
H -1.16 3.80 -0.15
O 0.14 -0.76 3.49
H -0.76 -0.46 3.59
H 0.18 -1.58 4.00
O -0.34 3.45 -1.85
H -0.26 4.38 -2.08
H -0.66 3.03 -2.64
*
```

***

--- x ---
ORCA calculation (wB97M-V/def2-TZVPD) on H22O11Xe as an isolated structure.

frontier orbital gap	9.938	eV

```
! RIJCOSX wB97M-V def2-TZVPD def2/J DEFGRID3
* xyz 0 1
Xe 0.55 0.33 -0.05
O 2.79 2.97 -1.53
H 3.65 2.56 -1.39
H 2.97 3.91 -1.56
O 1.25 -1.70 -3.45
H 1.06 -0.82 -3.77
H 0.51 -1.92 -2.88
O 0.01 -0.50 4.14
H -0.87 -0.44 4.51
H 0.14 0.32 3.68
O -1.57 3.39 -0.35
H -2.29 3.26 0.27
H -0.78 3.28 0.18
O -0.97 -2.75 -2.30
H -0.98 -2.73 -1.34
H -1.61 -3.42 -2.53
O 4.09 -0.77 -0.18
H 4.92 -1.23 -0.33
H 3.92 -0.89 0.76
O 0.95 3.80 0.70
H 1.72 3.47 0.23
H 1.19 3.77 1.62
O -2.83 -0.95 0.42
H -3.63 -1.42 0.18
H -2.80 -0.20 -0.17
O 0.35 -2.91 2.89
H 0.02 -2.67 2.02
H 0.38 -2.08 3.37
O -0.85 -2.67 0.42
H -1.57 -2.04 0.37
H -1.20 -3.40 0.92
O -2.78 1.10 -1.56
H -2.18 1.83 -1.39
H -3.57 1.53 -1.90
*
```

***

The most stable of them is x.

***

--- w ---
ORCA calculation (wB97M-V/def2-TZVPD) on a 2-piece molecular cluster, CH4ClPS2 overall.

frontier orbital gap (spin up / spin down)	5.961 / 5.949	eV

```
! RIJCOSX wB97M-V def2-TZVPD def2/J DEFGRID3
* xyz 0 1
C 0.21 -1.01 0.63
P 0.47 0.40 -0.32
S 0.56 1.77 1.41
S -1.33 0.78 -1.44
Cl 0.61 -1.80 -2.10
H 1.08 -1.13 1.34
H -0.36 -2.00 0.35
H 0.75 3.04 0.83
H -1.98 -0.05 -0.70
*
```

***

--- x ---
ORCA calculation (wB97M-V/def2-TZVPD) on the molecule CH4ClPS2.

frontier orbital gap	9.397	eV
structure (SMILES)	SP(S)CCl

```
! RIJCOSX wB97M-V def2-TZVPD def2/J DEFGRID3
* xyz 0 1
S -0.93 1.25 0.98
P 0.90 1.09 -0.03
S 0.07 1.20 -2.01
C 1.26 -1.10 -0.08
Cl 0.54 -1.66 1.46
H -0.41 0.82 2.21
H 0.42 2.44 -2.35
H 0.75 -1.75 -0.80
H 2.25 -1.39 0.13
*
```

***

The most stable of them is x.

***

--- w ---
ORCA calculation (wB97M-V/def2-TZVPD) on C17H21N3OS as an isolated structure.

frontier orbital gap	7.224	eV

```
! RIJCOSX wB97M-V def2-TZVPD def2/J DEFGRID3
* xyz 0 1
C 2.64 2.56 2.27
C 3.70 2.70 1.15
C 3.36 2.09 -0.17
H 4.18 2.62 -0.93
C 3.71 0.64 -0.51
N 2.62 0.07 0.39
C 1.35 0.13 -0.01
N 1.09 0.32 -1.19
C -0.10 0.22 -1.70
S -0.63 1.04 -3.18
N -1.14 -0.61 -0.88
C -0.80 -1.12 0.26
C 0.39 -0.73 0.62
C 0.50 -0.97 2.30
O 1.78 -1.19 2.61
C -0.57 -0.73 3.27
H -1.43 -0.21 2.69
H -0.88 -1.76 3.52
H -0.29 -0.50 4.12
C -1.99 -1.86 0.81
H -2.24 -2.63 -0.09
H -1.54 -2.45 1.69
H -2.85 -1.39 1.22
C -2.36 -0.71 -1.67
C -2.22 -2.10 -2.73
C -3.50 -2.14 -3.53
C -4.55 -1.33 -3.37
C -4.70 -0.57 -2.13
C -3.46 -0.03 -1.46
H -3.53 0.67 -0.77
H -5.56 -0.01 -1.94
H -5.41 -1.72 -3.82
H -3.46 -2.86 -4.25
H -1.28 -2.27 -3.11
H 2.80 -0.35 1.31
H 4.45 0.24 0.21
H 3.55 0.29 -1.43
H 2.36 2.72 -0.35
H 3.98 3.81 1.21
H 4.76 2.33 1.79
H 2.52 1.60 2.49
H 2.90 3.27 3.38
H 1.84 2.91 1.90
*
```

***

--- x ---
ORCA calculation (wB97M-V/def2-TZVPD) on the molecule C17H21N3OS.

frontier orbital gap	8.854	eV
structure (SMILES)	O=C(NN1CCCCC1)[C@H]1Cc2c(sc3ccccc23)CN1

```
! RIJCOSX wB97M-V def2-TZVPD def2/J DEFGRID3
* xyz 0 1
O -1.85 -0.22 -0.84
C -1.22 -0.34 0.23
N -1.43 0.62 1.18
N -1.98 1.91 0.92
C -1.07 2.77 0.07
C -1.57 4.20 -0.05
C -2.93 4.25 -0.76
C -3.92 3.48 0.19
C -3.46 2.02 0.58
C -0.13 -1.47 0.53
C 1.22 -1.18 -0.03
C 2.44 -1.57 0.72
C 2.34 -2.23 1.91
S 3.87 -2.56 2.67
C 4.74 -1.58 1.45
C 6.07 -1.18 1.39
C 6.53 -0.48 0.24
C 5.60 -0.16 -0.73
C 4.27 -0.55 -0.63
C 3.82 -1.31 0.42
C 1.13 -2.41 2.67
N 0.06 -1.64 2.03
H -0.74 0.57 1.86
H -0.18 2.90 0.63
H -0.90 2.29 -0.96
H -1.72 4.66 0.91
H -0.80 4.79 -0.53
H -3.20 5.36 -0.94
H -2.88 3.83 -1.78
H -4.92 3.50 -0.13
H -4.00 4.08 1.18
H -4.03 1.73 1.44
H -3.71 1.24 -0.19
H -0.48 -2.34 0.08
H 1.15 -0.04 -0.03
H 1.32 -1.61 -1.10
H 6.88 -1.46 2.02
H 7.54 -0.28 0.10
H 5.99 0.51 -1.52
H 3.63 -0.05 -1.26
H 1.17 -2.00 3.70
H 0.86 -3.48 2.68
H -0.79 -1.79 2.45
*
```

***

The most stable of them is x.